w:
Computed, not measured: a molecular structure, C5H13N2S, with the ωB97M-V functional and the def2-TZVPD basis.

Structure (ORCA input):
```
! wB97M-V def2-TZVPD RIJCOSX def2/J DEFGRID3
* xyz 1 1
C -0.459 1.948 0.373
C 0.603 1.666 -0.453
C 0.040 -1.127 -1.674
C -1.200 -1.157 0.415
C 1.235 -1.270 0.433
N -0.385 2.099 1.685
N 0.036 -0.951 -0.299
S 0.401 1.707 -2.130
H -1.443 2.043 -0.070
H 1.606 1.589 -0.055
H 0.140 -0.081 -2.195
H 0.909 -1.667 -2.043
H -0.891 -1.528 -2.069
H -1.402 -2.226 0.546
H -1.140 -0.704 1.403
H -2.029 -0.716 -0.135
H 1.211 -0.796 1.414
H 1.332 -2.350 0.581
H 2.114 -0.921 -0.107
H 0.514 2.103 2.147
H -1.193 2.340 2.233
*
```

## Properties
HOMO (spin up / spin down) (eV): -13.02 / -13.02

Löwdin atomic charge list, values in e, 4 entries: -0.212 -0.577 -0.101 -0.058

=====

x:
Computed, not measured: a gas-phase ion, C5H13N2S (charge +1), with the ωB97M-V functional and the def2-TZVPD basis.

Structure (ORCA input):
```
! wB97M-V def2-TZVPD RIJCOSX def2/J DEFGRID3
* xyz 1 1
C -2.178 0.754 0.029
N -1.206 -0.395 0.378
C -1.671 -1.706 -0.137
C 0.016 -0.089 -0.315
N 0.567 1.163 0.074
C 1.972 1.124 -0.255
C 2.644 -0.222 0.237
S 1.381 -1.458 0.015
H -2.066 1.235 -0.872
H -3.123 0.302 0.206
H -1.895 1.511 0.708
H -0.910 -0.595 1.305
H -1.759 -1.506 -1.168
H -0.804 -2.291 0.184
H -2.643 -2.165 0.053
H -0.054 0.008 -1.342
H 0.536 1.444 1.017
H 2.611 1.991 0.237
H 1.923 1.261 -1.263
H 3.536 -0.286 -0.369
H 3.124 -0.081 1.277
*
```

## Properties
HOMO (eV): -13.08

Löwdin atomic charge list, values in e, 4 entries: 0.086 -0.147 0.002 -0.526

=====

How do the energies compare? Relative to the most stable structure, in kcal/mol: w 0.0; x 8.2.